No. 1
Molecular formula: C42H49Cl2O5P3S3Se2W
Method: DFT, ωB97M-V/def2-TZVPD

Computed properties:
Total charge = +1
Strongest force on any atom = 0.007 hartree/bohr
ΔE to the lowest compared entry with this formula, charge and spin = 2.001 eV
Total energy = -10014.91551 Eh
Kohn-Sham gap (spin up / spin down) = 5.27 / 6.77 eV
Spin multiplicity = 2

```
107
C42H49Cl2O5P3S3Se2W ωB97M-V/def2-TZVPD
C -4.88454 -3.80468 1.03726
C 2.80955 0.50232 3.59383
P 2.50359 0.95021 1.87315
C 5.06070 1.95750 1.70503
C -4.23589 -0.71813 -2.50727
H 1.53675 -5.32943 2.51350
P -3.94254 -0.64608 0.10790
C 2.54849 -3.07580 -5.16752
H 2.58426 -3.83004 -5.94232
H -4.28978 -3.88559 0.12597
H 1.16664 -5.34757 -1.75619
C 3.31022 3.41862 0.89882
H -6.34326 -2.47444 1.92458
P 0.21683 -2.28295 -1.94058
H 3.50316 -0.26315 7.30577
C 1.53137 -3.10463 -4.22765
H -3.15503 2.65058 4.68498
C 1.47533 -2.12792 -3.23128
H 2.18171 2.44887 4.27621
Cl -2.30193 2.48134 -2.85791
O -4.51772 -1.34350 -1.20850
C 2.44571 -1.13259 -3.18266
H -6.27335 -0.07759 -2.78639
C -5.67988 -2.52226 1.06467
H 1.68535 -6.52525 0.36876
H -5.32806 1.98084 2.61646
C -3.51570 -3.90038 -4.06690
C 3.30815 -0.04899 6.26341
C -0.36896 1.04411 -1.68476
C 2.81506 1.19759 5.89399
H 4.30020 -2.05229 -5.85858
C 1.39839 -5.48222 0.37675
C -1.12345 4.73990 -0.01680
H 4.20246 -0.32572 -4.09504
C -3.09510 -4.47989 -2.87780
H -0.70466 6.13648 1.59855
H -3.62674 -5.32862 -2.46723
C 3.71087 2.21222 1.46199
H 0.72582 5.44174 0.84691
C -1.70313 -2.32120 -3.94993
C 3.55027 -1.01661 5.30152
C -1.27571 -2.90579 -2.75769
H -3.13650 -2.37550 -5.53272
C -1.97218 -3.99030 -2.22615
O -1.25729 0.22760 -1.14475
C 0.68423 -2.78576 0.46198
C 4.26314 4.37780 0.58551
H -3.13471 4.59929 -0.74963
H -0.98441 5.42771 -0.85388
S -2.00616 -2.08390 0.45096
H 2.62614 1.95140 6.64638
C 1.11334 -4.83113 -0.80531
H -1.62500 -4.47601 -1.32179
H -1.91264 3.73695 2.91658
H 7.05340 2.72082 1.56207
C 3.51202 -2.07886 -5.11773
C -2.62628 4.63869 0.21429
H -4.22250 -3.87493 1.90014
H -2.95581 1.51776 3.36735
O 0.81768 0.73600 -1.27735
H 3.93552 -1.98568 5.58904
H 6.34688 4.87172 0.57491
C -2.98009 3.57364 2.77604
C 3.46024 -1.11212 -4.12557
C 1.31866 -4.79704 1.59598
H 2.26154 3.60178 0.69658
H 5.37334 1.02016 2.15132
H 0.78324 -3.88424 -4.28023
C 0.98155 -3.45818 1.65220
H -4.27912 -1.54247 -3.21543
H -5.50764 3.13916 3.93277
H -0.22760 4.47527 1.95920
C 6.00501 2.91402 1.37968
C -5.26706 0.34018 -2.80591
H -5.08024 0.75109 -3.79867
O -4.81629 -1.36070 1.21702
C 0.74986 -3.48622 -0.74008
H -6.26249 -2.39397 0.15533
H 3.48267 -1.50298 3.21178
H 0.95149 -2.94051 2.60357
H -1.17151 -1.46846 -4.35699
H -5.28490 1.42777 4.28752
C -0.66681 2.04752 -2.59879
C 3.30121 -0.74447 3.96240
H 2.39106 -0.35247 -2.43878
C -0.29416 5.22166 1.16658
H -3.04061 5.48374 0.77013
H -0.76487 3.76508 -0.35858
Se 0.41039 1.55624 1.57917
C 2.56671 1.47622 4.56234
S -1.29366 -0.90307 1.95898
O -2.17355 2.06526 0.77970
Cl -0.15216 0.70128 -4.53914
Se 2.60288 -0.84595 0.63101
S -3.20193 3.12826 1.03921
H -3.22294 -0.31604 -2.49815
H -5.57397 -4.64945 1.06548
C -3.47312 2.43517 3.66278
H -3.52122 4.50388 2.96661
C 5.60513 4.12443 0.82359
C -4.98278 2.23442 3.62007
H 0.08038 2.77684 -2.85753
H -5.20715 1.16108 -2.08773
C -2.81595 -2.82688 -4.60281
H -4.37817 -4.29833 -4.58591
W 0.03840 -0.68112 0.10497
H 3.95628 5.31957 0.15074
```

---

No. 2
Molecular formula: C42H49F4Si4
Method: DFT, ωB97M-V/def2-TZVPD

Computed properties:
Total charge = +1
Strongest force on any atom = 0.047 hartree/bohr
Total energy = -3187.08528 Eh
Kohn-Sham gap = 7.61 eV

```
99
C42H49F4Si4 ωB97M-V/def2-TZVPD
H 9.47575 -3.99440 1.65634
Si 7.04195 -1.83013 -2.67607
H 9.44219 -0.09844 -2.93576
H 9.89682 -0.78127 2.36153
H 5.77242 -1.97639 2.03188
C 5.20670 -1.97616 -2.98780
H -0.10743 0.03771 -1.15959
H 8.65694 -4.34503 3.21091
H 7.28819 -0.01612 -7.40704
H 2.22857 -2.22424 -3.97925
C 7.58167 -0.70676 -1.24551
C -1.55438 -5.69504 1.83902
H 4.78825 -2.78443 -2.36944
H -1.18996 -2.02737 0.70261
C 8.95174 -0.08579 -3.91123
C 7.75518 -0.02534 -6.42223
H 3.38030 1.46794 -4.44196
H 2.99795 1.44872 1.86072
C -2.69645 -4.88172 1.81321
H 9.15635 1.00319 6.50081
H 5.80347 0.46565 2.14069
C 6.66856 -1.32212 6.34021
C 6.27212 2.44026 -2.04199
C 3.99399 1.70686 -2.38490
H -3.68158 -5.25426 2.08659
C 6.46988 2.47866 -3.42182
C -2.51236 -3.56583 1.39036
C 9.46146 0.75792 -4.90373
C 7.22415 -0.84627 -5.41512
C 9.20502 -0.62094 1.51160
C 6.30451 0.82094 1.22267
C 0.08368 0.39369 -4.56596
H 4.14064 4.12969 0.82869
H 10.32383 1.38759 -4.67842
C 7.81163 -0.86932 -4.14534
C -0.26009 0.63754 -3.24088
H 5.61349 2.09290 -5.36642
F -1.71290 -6.99847 2.25952
F -1.04245 1.72825 -2.93784
C 7.94162 -1.28340 4.26944
C 1.98479 -1.64974 -1.26934
C 7.76463 -3.54868 -2.64960
H 7.39760 0.30763 -1.65376
H 8.86220 -3.52021 -2.65828
H 8.68410 -0.81595 -1.21315
C 5.44543 2.10106 -4.29043
C 1.02681 -0.61444 -4.79138
H 2.46030 1.97598 0.25120
F 1.53053 -0.78015 -6.06270
C 6.87944 -1.78974 5.03700
H 7.43699 -4.11243 -3.53598
H 7.34517 0.01355 7.90442
H 5.84205 -1.72500 6.92653
H 10.19864 -3.45122 3.20090
H 9.26827 1.43863 -6.94472
C 5.06346 3.57545 1.04080
H 9.79512 -0.90998 0.63074
H 7.06720 1.55776 1.55169
C 5.06109 1.96895 -1.50726
H 2.94164 0.27791 0.52815
Si 7.26808 -0.64865 0.59963
C 6.71682 -2.15584 1.49766
C 3.16909 1.31854 0.78096
H 4.68585 -1.03919 -2.75397
C -0.29441 -5.24854 1.45874
C -0.15880 -3.92799 0.96203
H 6.21190 -2.54809 4.61548
H 7.43864 2.79959 -3.81783
H 2.99322 1.49238 -1.99559
H 0.58088 -5.89257 1.51726
C 1.16010 -2.18245 -0.12894
H 2.48476 -0.80821 -0.85130
H 4.99033 -2.22294 -4.04027
H 2.74183 -2.37133 -1.60180
C 9.25159 -3.60107 2.65925
F -3.59866 -2.72299 1.33440
H -0.33078 0.97419 -5.37979
H 9.53857 0.20203 4.20269
H 0.59647 -1.39028 0.38057
C 1.07113 -3.45481 0.33889
C 1.54246 -1.39845 -3.76513
C 4.19856 1.73267 -3.76848
C 8.86630 0.78670 -6.16758
H 6.33965 -1.45479 -5.62524
Si 4.91725 1.84062 0.38004
H 9.02487 0.46416 1.56872
C 7.50305 -0.33950 6.88496
Si 8.26448 -2.02844 2.56069
H 5.90293 4.11245 0.58800
H 5.20654 3.53618 2.12696
H 6.63262 -3.03912 0.85362
C -1.27762 -3.06296 1.00994
H 1.90607 -4.17028 0.25034
C 8.74281 -0.25458 4.79897
C 1.22605 -1.08128 -2.44250
C 0.23580 -0.12427 -2.17884
H 7.43166 -4.09810 -1.75882
C 8.52765 0.20622 6.10250
H 7.08511 2.75195 -1.37423
```

---

No. 3
Molecular formula: C42H49F5O4
Method: DFT, ωB97M-V/def2-TZVPD

Computed properties:
Strongest force on any atom = 0.036 hartree/bohr
ΔE to the lowest compared entry with this formula, charge and spin = 0.288 eV
Total energy = -2430.04998 Eh
Kohn-Sham gap = 9.53 eV

```
100
C42H49F5O4 ωB97M-V/def2-TZVPD
O -29.56908 10.67323 16.51338
C -25.66386 6.80413 22.61433
C -21.51077 11.66152 19.24330
C -23.17030 9.41366 18.99412
H -25.65432 6.93417 17.07726
H -15.88515 8.42308 19.32954
H -26.37642 6.67775 20.54018
C -20.89811 16.39819 21.09083
C -20.50063 10.79123 22.65793
H -20.47825 9.80320 24.51324
H -16.06963 6.63254 15.35805
H -21.72395 4.57536 20.86808
C -19.54216 7.48007 16.81571
C -16.10879 12.21635 19.00966
H -19.96166 10.27628 19.61133
H -21.88740 5.94301 18.81041
H -20.19976 14.37547 20.48645
C -17.27975 8.16337 16.20808
O -19.69657 11.48602 22.08963
F -25.99164 3.19133 20.34260
H -20.57813 8.67418 23.06699
H -31.35575 11.73546 18.08017
C -22.83025 11.82715 18.85456
C -27.77853 8.26893 15.62447
C -25.37241 7.56423 16.24139
H -27.63676 9.34143 15.48507
H -25.93870 4.84597 18.28485
C -29.46033 10.76403 17.72124
H -30.33869 11.42563 19.51011
C -15.09759 11.58535 18.31730
H -22.43202 10.94429 23.66884
H -23.86270 8.58156 18.97087
C -15.92172 9.48658 19.11697
H -14.35582 12.17896 17.79946
H -25.84396 5.75930 22.82888
C -14.95614 10.19436 18.41605
H -28.22353 10.09509 19.34591
C -25.80687 8.63422 21.08705
C -18.54708 8.43490 16.71440
C -20.15677 9.57893 23.49850
H -27.38615 10.07987 17.79794
H -20.83322 12.50211 19.27704
H -19.84713 14.82951 22.14739
C -22.68092 4.62005 20.36460
C -28.12683 10.61155 18.38518
C -17.07788 11.50789 19.69471
H -17.91829 4.92691 15.30559
H -14.15426 9.74430 17.84879
H -21.37000 8.28481 19.46000
C -26.03754 7.28752 21.36525
C -25.02395 7.66115 23.50851
O -21.92925 16.70367 20.53530
C -23.91213 5.47573 18.48611
C -21.82651 9.25687 19.32224
F -18.80707 9.70677 17.08210
C -21.95439 11.17771 22.72273
H -24.64735 7.20510 24.41623
C -17.01241 10.11833 19.67773
C -19.29906 6.22561 16.27590
H -23.92941 6.05590 17.57469
C -24.77207 9.00293 23.23551
H -31.20256 10.08451 18.76533
C -25.20272 9.46341 22.00408
H -28.00435 7.97929 16.64808
H -19.06617 9.51727 23.50889
C -20.56885 14.94465 21.34287
H -17.67588 9.61446 20.37040
H -20.62441 18.35060 21.80332
H -16.50320 8.91151 16.19564
C -22.72019 5.36793 19.19568
H -22.16525 12.21139 22.44815
C -25.04343 4.79961 18.89333
H -23.79516 3.22227 21.61231
H -25.14665 8.58469 16.56079
H -28.57658 7.97698 14.94584
C -20.00081 17.47889 21.63909
H -19.44166 17.17533 22.52146
F -24.94520 10.85913 18.51297
H -22.44319 10.62691 21.90719
H -20.05858 5.45480 16.24583
F -16.20024 13.55000 18.87940
C -17.05864 6.87758 15.72778
C -23.78187 3.84483 20.72803
H -24.26576 9.57412 23.99607
H -21.51882 14.44079 21.53133
H -23.29148 12.73346 18.48210
C -26.48037 7.62301 15.20252
C -21.02366 10.37536 19.42023
H -17.88117 12.06934 20.15693
H -20.49480 7.79196 17.22443
C -30.69038 11.02232 18.55314
C -23.63179 10.69075 18.78798
C -18.06213 5.91946 15.70609
H -27.73662 11.60212 18.63549
H -24.51016 7.16632 15.70765
H -19.26007 17.63447 20.84637
O -26.30974 7.15197 14.10489
F -25.02488 10.75476 21.66489
C -24.96265 3.98989 20.02068
H -26.14145 8.99000 20.12050
```

---

No. 4
Molecular formula: C42H49MnN2O3S2Sb
Method: DFT, ωB97M-V/def2-TZVPD

Computed properties:
Total charge = +2
Strongest force on any atom = 0.008 hartree/bohr
ΔE to the lowest compared entry with this formula, charge and spin = 0.000 eV
Total energy = -4152.27812 Eh
Kohn-Sham gap (spin up / spin down) = 8.55 / 8.81 eV
Spin multiplicity = 6

```
100
C42H49MnN2O3S2Sb ωB97M-V/def2-TZVPD
H -4.98827 4.06169 -2.08302
H -0.73947 3.48000 1.82957
C 2.75735 -1.51334 6.07514
H -1.37275 -4.51950 0.96805
C -4.18697 -2.87878 -4.77509
C 0.13235 0.84066 -4.52966
C -1.22619 3.46575 -2.50745
C -3.52314 -3.08355 -3.57570
H -3.94826 0.77668 -6.38001
C -2.10846 2.39193 -2.67152
C -1.72988 -3.51797 0.77294
C 1.02508 2.24645 -6.28136
H -2.17895 -2.24565 -2.14251
H 0.48217 0.70208 3.85989
H -4.54877 -1.53727 -6.39983
H 0.00910 0.45906 6.28391
H 0.99911 3.17250 -6.83899
H 2.64988 -0.71508 -6.17088
C -2.70427 -2.08267 -3.07795
C -4.48744 1.48572 -2.58919
C -3.05504 0.59228 -5.78475
H 1.45097 2.21663 1.75346
H 2.16714 2.46164 -3.68667
O 1.91309 0.96062 -1.21666
C -1.68506 4.74321 -2.21444
H 3.38694 -2.13890 6.69152
H -3.42743 5.94528 -1.86240
H 3.03268 3.25812 -2.32173
H -1.24148 1.82944 2.23747
H -3.41839 2.23144 1.00146
H -4.63290 1.17185 -3.62348
N -1.18611 -1.23718 0.28465
H 2.49290 4.46651 1.74692
C 1.02640 -1.51186 -4.18227
H 1.46790 -0.95008 7.68641
H 0.23115 -2.71067 0.57613
H -4.52116 -1.61622 0.46429
C -0.83184 -2.50604 0.54710
C 3.29982 1.22879 2.22073
H -3.20555 3.35243 2.35036
H 1.05493 -1.41616 -3.09132
C 4.52723 1.15791 -1.19459
C 5.23270 2.61112 2.47803
C 4.45265 3.72848 2.21224
H -4.82916 -3.64879 -5.18022
H 1.87933 -2.11635 -4.48424
H -3.63870 -4.01363 -3.03550
C 1.04339 -0.16974 -4.86586
C -3.10810 -3.23710 0.75362
H -5.45275 1.80288 -2.19872
C 0.85302 -0.05074 5.84067
C 4.65744 1.34888 2.47675
C 3.09508 3.59094 1.94878
C 3.05117 2.45078 -3.05249
C -2.54823 -0.87908 -3.76494
H 6.28788 2.72100 2.68491
C 1.94880 1.26139 -6.59799
C 3.02410 -1.38807 4.71818
H 4.90347 4.71115 2.21343
C -3.04810 4.95563 -2.07610
H -2.20951 0.51741 -6.47128
H 3.85274 -1.91914 4.26805
C -2.50322 -0.97097 0.26786
Sb -1.17415 0.47215 -2.88289
S 2.61057 -0.41597 2.22990
H -2.88653 1.46496 -5.15269
H -1.14015 2.69472 -0.47144
H 5.38293 1.28256 -1.85633
H -3.75306 -5.13759 1.18307
H -2.91307 3.89834 0.69761
C -2.81069 3.05376 1.38033
H -0.98696 5.56255 -2.10886
C -4.02657 -1.68645 -5.46284
H -0.60722 2.79976 -5.02630
C 2.50923 2.33437 1.95391
C 1.11509 0.09214 4.49027
C 2.20374 -0.57777 3.94980
C -3.92610 3.89139 -2.20640
H -4.17061 0.59877 -2.03529
H 0.11898 -2.06525 -4.43543
C 0.11951 2.03030 -5.25270
S 3.07621 0.88421 -2.20052
C 1.67686 -0.84661 6.63065
H -5.00781 -3.98142 0.98007
N -4.02649 -4.19627 0.96288
Mn 0.24500 0.34305 -0.17305
H -2.77923 0.05487 0.04718
O -0.84713 2.12712 0.26585
C 1.94743 0.06345 -5.89998
O 1.27348 -0.31761 1.50652
C -3.47953 -1.90460 0.49482
H 4.67372 0.27554 -0.57660
H 3.94123 2.50778 -3.67770
H 2.65638 1.41660 -7.40091
H -0.15756 3.30830 -2.62236
C -3.20662 -0.66871 -4.98067
H 5.26020 0.47126 2.67523
C -1.36539 2.64067 1.51869
C -3.48159 2.60014 -2.48885
H 4.37562 2.04093 -0.57597
```

---

Which of these has the highest total energy? C42H49F5O4

---

The lowest total energy belongs to which entry? C42H49Cl2O5P3S3Se2W

---

Among the records above, which one has the lowest strongest force on any atom? C42H49Cl2O5P3S3Se2W